Record 1
Density functional theory data (the ωB97M-V functional and the def2-TZVPD basis) for one molecule with the formula C4H7N3.

Results
- 2S+1 = 1
- energy relative to the best compared isomer or geometry (same formula, charge and spin) (kcal per mole) = 81.9
- LUMO (eV) = 0.188

Atoms and positions in Å:
N1 0.8192 2.0267 0.7937
C1 0.3272 0.8195 0.1025
C2 -0.5126 0.0721 0.8526
C3 -0.6001 -1.1098 0.0102
N2 -1.3688 -2.2302 0.3851
C4 0.2161 -0.9977 -1.0837
N3 0.9242 0.2237 -1.0111
H1 0.6091 2.9369 0.3741
H2 1.8019 2.0043 1.0813
H3 0.1985 1.8339 1.6175
H4 -1.8169 -2.6907 -0.3964
H5 -2.0643 -1.9434 1.0634
H6 0.3924 -1.6743 -1.9118
H7 1.0741 0.7292 -1.8772

Cartesian forces, eV/Å:
N 0.02 0.19 0.11
C -0.03 -0.05 0.21
C 0.18 -0.16 -0.45
C -0.02 -0.06 -0.08
N -0.12 0.07 -0.13
C -0.04 -0.18 0.04
N -0.25 0.12 0.12
H 0.02 -0.21 -0.02
H -0.12 -0.07 -0.09
H 0.24 0.37 -0.01
H 0.04 -0.01 0.07
H 0.09 -0.08 -0.08
H 0.01 0.10 0.13
H -0.03 -0.03 0.17

Here is what Mulliken gives for the atomic charges, in e: N -0.200; C 0.095; C -1.287; C 0.875; N -0.582; C -0.945; N -0.224; H 0.359; H 0.339; H 0.425; H 0.249; H 0.269; H 0.387; H 0.241


Record 2
Density functional theory data (the ωB97M-V functional and the def2-TZVPD basis) for one molecule with the formula C3H4N2O in a non-equilibrium geometry.

Results
- 2S+1 = 1
- energy relative to the best compared isomer or geometry (same formula, charge and spin) (kcal per mole) = 58.5
- LUMO (eV) = -0.474

Atoms and positions in Å:
C1 1.4416 0.5162 0.5780
C2 -0.0437 0.7912 0.7128
C3 -0.8840 0.0569 -0.2421
N1 2.5690 0.3534 0.4608
N2 -0.1714 -1.0262 -0.9104
O1 -0.4110 1.5258 1.5907
H1 -1.3596 0.9546 -0.8292
H2 -1.7763 -0.6484 0.4131
H3 0.6479 -0.6146 -1.2927
H4 -0.0124 -1.9088 -0.4810

Cartesian forces, eV/Å:
C -0.75 0.34 0.05
C 1.01 0.33 2.02
C -3.38 -2.75 1.35
N 0.41 -0.06 -0.01
N -0.87 2.24 -1.49
O 0.04 -0.11 -0.53
H 0.45 -2.31 0.25
H 2.27 2.97 -1.75
H 0.93 -0.53 -0.64
H -0.12 -0.13 0.75

Here is what Mulliken gives for the atomic charges, in e: C 0.043; C 0.555; C -0.265; N -0.297; N -0.546; O -0.480; H 0.229; H 0.276; H 0.250; H 0.235


Record 3
Density functional theory data (the ωB97M-V functional and the def2-TZVPD basis) for one molecule with the formula FH3NOPS in a non-equilibrium geometry.

Results
- 2S+1 = 1
- energy relative to the best compared isomer or geometry (same formula, charge and spin) (kcal per mole) = 14.1
- LUMO (eV) = 0.529

Atoms and positions in Å:
N1 -0.2483 -0.2796 0.3447
O1 1.0141 1.1311 -1.1981
F1 1.5917 1.2807 1.2769
P1 1.4489 0.2741 0.0148
S1 3.0181 -0.7941 -0.1986
H1 -0.6504 -1.1083 0.8855
H2 -0.8890 0.3837 -0.0861
H3 1.8010 1.2788 -1.7032

Cartesian forces, eV/Å:
N 2.23 -0.54 0.07
O -0.55 1.11 -0.46
F 0.08 -0.65 -1.50
P -3.31 -1.90 3.71
S -0.59 0.13 0.10
H 1.34 2.00 -1.21
H 0.01 -0.61 0.32
H 0.78 0.47 -1.04

Here is what Mulliken gives for the atomic charges, in e: N -0.497; O -0.437; F -0.244; P 0.784; S -0.364; H 0.221; H 0.222; H 0.315


Record 4
Density functional theory data (the ωB97M-V functional and the def2-TZVPD basis) for a 10-piece molecular cluster, C22H54BO17 overall in a non-equilibrium geometry.

Results
- 2S+1 = 1
- LUMO (eV) = 2.315
- charge = -1

Atoms and positions in Å:
O1 -0.9162 -9.1407 -14.6853
C1 0.1504 -9.1636 -14.1471
O2 0.4930 -9.5699 -12.9620
B1 1.8961 -9.2533 -12.6906
O3 2.3567 -8.4839 -13.8798
C2 1.3941 -8.5161 -14.7796
O4 1.4053 -7.9521 -15.8413
O5 2.7223 -10.4678 -12.5441
C3 3.1991 -10.5648 -11.3265
O6 3.9168 -11.4315 -10.9085
C4 2.8419 -9.2885 -10.5757
O7 2.1055 -8.5667 -11.3932
O8 3.1856 -8.9450 -9.4789
C5 -1.8582 -9.5330 -7.2829
C6 -0.5182 -9.1969 -7.9455
C7 0.3641 -8.4654 -6.9283
O9 0.1257 -10.4710 -8.1659
H1 -2.4017 -8.6055 -7.0953
H2 -1.5879 -10.0734 -6.3786
H3 -2.4773 -10.1421 -7.9407
H4 -0.6589 -8.6892 -8.9025
H5 1.3051 -8.1717 -7.3978
H6 0.5387 -9.0710 -6.0391
H7 -0.1382 -7.5784 -6.5282
H8 1.0701 -10.2980 -8.0738
C8 6.5190 -16.5441 -8.9681
C9 5.2333 -15.9863 -9.5529
C10 5.5071 -14.6883 -10.2999
O10 4.8289 -16.9828 -10.5204
H9 7.2989 -16.6571 -9.7238
H10 6.3941 -17.5246 -8.5059
H11 6.9289 -15.8818 -8.1993
H12 4.5309 -15.8015 -8.7345
H13 4.6532 -14.3937 -10.9159
H14 6.3689 -14.8401 -10.9517
H15 5.7228 -13.8205 -9.6748
H16 3.9309 -16.7166 -10.7661
C11 3.2537 -3.9631 -10.1743
C12 2.7298 -5.3879 -10.1280
C13 1.3846 -5.4365 -9.3938
O11 2.4821 -5.7294 -11.5067
H17 4.2350 -3.9890 -10.6525
H18 3.4173 -3.5931 -9.1558
H19 2.5785 -3.2601 -10.6549
H20 3.4639 -6.0850 -9.7201
H21 1.4949 -4.9991 -8.3979
H22 1.1078 -6.4755 -9.1750
H23 0.5701 -5.0187 -9.9800
H24 2.0434 -6.5931 -11.4518
C14 3.3553 -8.8200 -18.9238
C15 4.1223 -9.5268 -17.7762
C16 3.2349 -10.5426 -17.0268
O12 5.3077 -10.1028 -18.2761
H25 3.9864 -7.9802 -19.2197
H26 2.4528 -8.3702 -18.5203
H27 3.2314 -9.5759 -19.6964
H28 4.3258 -8.7056 -17.0779
H29 2.1601 -10.3817 -17.1137
H30 3.4902 -10.4582 -15.9685
H31 3.3969 -11.5471 -17.4236
H32 5.6862 -10.6300 -17.5643
C17 4.6972 -6.1821 -15.1390
C18 4.3433 -5.7212 -16.5628
O13 2.9706 -5.7562 -16.8369
H33 5.7721 -6.3857 -15.0815
H34 4.2317 -7.1558 -14.9677
H35 4.4560 -5.4582 -14.3651
H36 4.9015 -6.3438 -17.2703
H37 4.6620 -4.6763 -16.5834
H38 2.5305 -6.5510 -16.4932
C19 -2.8700 -7.7374 -17.2661
O14 -1.7144 -8.1934 -17.9256
H39 -3.7168 -7.8644 -17.9378
H40 -3.0879 -8.1793 -16.2927
H41 -2.8063 -6.6543 -17.0973
H42 -0.9269 -8.0599 -17.3878
C20 -1.6463 -6.0583 -13.1213
O15 -2.6589 -5.3868 -12.3882
H43 -1.3664 -5.4799 -14.0016
H44 -0.7714 -6.2030 -12.4765
H45 -1.9402 -7.0704 -13.3891
H46 -2.2870 -4.6749 -11.8679
C21 -2.5861 -12.4103 -14.1350
O16 -2.8941 -11.0214 -14.0683
H47 -3.3825 -12.9365 -14.6580
H48 -1.6939 -12.5696 -14.7559
H49 -2.3791 -12.7311 -13.1100
H50 -2.0852 -10.4806 -14.0887
C22 4.8520 -11.2134 -7.7570
O17 4.4721 -12.5838 -7.7012
H51 3.9627 -10.6674 -8.0626
H52 5.3152 -10.8249 -6.8495
H53 5.6531 -11.0535 -8.4917
H54 4.1501 -12.8008 -8.5820

Cartesian forces, eV/Å:
O -0.53 -0.49 0.19
C 0.80 0.79 -0.86
O -0.49 -0.42 0.83
B 1.00 -0.26 0.08
O -0.28 -0.49 0.41
C 0.06 1.19 0.08
O 0.03 -0.40 -0.22
O -0.45 -0.27 -0.26
C 1.08 -0.42 -0.01
O -0.29 -0.17 0.14
C -0.09 0.47 0.43
O -0.86 0.57 -0.74
O -0.13 -0.24 -0.11
C 0.45 0.40 -0.79
C 0.09 -1.11 1.33
C -0.52 0.85 -0.35
O 0.02 0.30 -0.37
H -0.03 -0.09 0.31
H -0.46 0.00 0.17
H 0.07 -0.16 0.08
H 0.17 0.25 0.11
H 0.09 0.03 0.20
H 0.11 -0.39 -0.25
H 0.11 0.18 -0.33
H 0.01 -0.24 -0.18
C 0.44 0.09 0.55
C 1.39 -0.09 -0.46
C -0.07 0.28 -0.18
O -0.96 0.59 0.72
H -0.18 0.07 -0.20
H -0.28 0.02 -0.04
H -0.14 0.06 -0.06
H -0.38 -0.38 -0.23
H 0.01 -0.10 -0.04
H -0.09 0.02 -0.13
H 0.07 -0.24 0.29
H 0.21 -0.31 -0.25
C 0.85 -0.31 0.84
C -1.36 0.97 -1.13
C 0.64 -1.11 0.82
O -0.01 -0.40 0.48
H -0.14 0.32 -0.24
H 0.00 -0.06 -0.02
H -0.08 -0.21 -0.29
H -0.03 0.08 0.28
H -0.27 0.36 -0.13
H 0.02 -0.03 -0.25
H 0.16 0.43 0.02
H 0.28 0.10 -0.37
C 1.43 -0.48 0.96
C -1.95 1.00 0.01
C 0.35 0.06 -0.09
O 0.15 -0.09 0.01
H -0.04 -0.16 -0.57
H -0.30 -0.34 -0.17
H -0.42 0.39 -0.36
H 0.42 -0.17 0.19
H 0.07 0.42 -0.12
H -0.06 -0.56 0.07
H 0.22 -0.06 0.21
H 0.08 0.02 -0.08
C 0.35 -0.70 -0.61
C 0.28 -0.10 1.32
O -0.53 0.32 -0.24
H 0.03 0.20 -0.03
H -0.19 0.19 0.36
H -0.35 -0.10 0.01
H 0.09 0.23 -0.17
H -0.01 -0.03 -0.72
H 0.38 0.05 0.07
C -0.07 1.09 0.11
O 0.10 -0.44 -0.22
H 0.01 -0.32 -0.01
H 0.19 -0.44 -0.10
H 0.01 0.04 0.06
H -0.15 0.02 0.26
C 0.72 0.17 0.65
O -0.70 -0.38 -0.09
H 0.09 -0.16 -0.15
H 0.19 0.16 -0.20
H -0.56 0.19 -0.14
H 0.27 0.02 -0.07
C 0.83 1.07 -0.13
O -0.25 -0.05 -0.21
H -0.26 -0.05 0.47
H 0.05 -0.08 0.19
H -0.23 -0.67 -0.23
H -0.37 -0.25 -0.11
C 0.17 0.10 -0.89
O 0.44 -0.22 0.52
H 0.36 0.61 0.21
H -0.61 -0.51 0.48
H -0.31 -0.05 -0.28
H -0.02 0.07 0.00

Here is what Mulliken gives for the atomic charges, in e: O -0.534; C 0.180; O -0.544; B 0.602; O -0.210; C 0.761; O -0.598; O -0.626; C 0.124; O -0.608; C 0.742; O 0.238; O -0.675; C -1.467; C 0.910; C -1.412; O -0.588; H 0.384; H 0.326; H 0.363; H 0.107; H 0.285; H 0.456; H 0.377; H 0.269; C -1.432; C 0.635; C -1.142; O -0.549; H 0.348; H 0.332; H 0.354; H 0.186; H 0.314; H 0.364; H 0.272; H 0.341; C -1.642; C 0.937; C -1.032; O -0.488; H 0.396; H 0.408; H 0.347; H 0.095; H 0.401; H 0.070; H 0.264; H 0.307; C -1.347; C 1.317; C -1.335; O -0.607; H 0.334; H 0.305; H 0.393; H -0.329; H 0.186; H 0.297; H 0.472; H 0.336; C -0.648; C -0.235; O -0.550; H 0.396; H -0.116; H 0.325; H 0.145; H 0.367; H 0.446; C -0.516; O -0.536; H 0.275; H 0.200; H 0.230; H 0.301; C 0.171; O -0.570; H 0.254; H -0.167; H 0.005; H 0.310; C -0.631; O -0.582; H 0.272; H 0.247; H 0.237; H 0.379; C -0.235; O -0.556; H -0.042; H 0.360; H 0.212; H 0.283